Molecular formula: C6H13N
Method: DFT, wB97M-V/def2-TZVPD

* E_HOMO: -8.8 eV
* strongest force on any atom: 6.9 eV Å⁻¹
* relative energy (zero: lowest compared OMol25 entry of this formula, charge and spin): 226.3 kJ/mol
* electronic energy: -291.0726 Eh
* structure (SMILES): CC(C)N1CCC1
* Kohn-Sham gap: 9.98 eV

The geometry in XYZ format:
```
20
Properties=species:S:1:pos:R:3:forces:R:3:nbo_charge:R:1
C 1.443442 -1.322059 0.343537 0.61 -0.31 -0.76 -0.603
C 0.815392 0.066855 0.563584 -3.24 -6.04 0.95 -0.075
C 1.722435 1.117040 0.633250 2.69 5.94 0.81 -0.617
C -1.214516 -0.994360 -0.545604 1.26 2.23 -1.51 -0.236
C -2.259768 0.111454 -0.867777 -0.66 -0.51 0.42 -0.427
C -1.173864 1.184482 -0.380542 -0.70 -1.08 0.11 -0.229
H 1.754431 -1.503618 -0.732469 0.04 0.56 1.21 0.209
H 2.281550 -1.371508 1.037740 0.16 -0.65 -0.15 0.205
H 0.700442 -2.118230 0.527637 0.49 0.37 0.30 0.208
H 0.294705 -0.159497 1.593807 0.31 1.07 -1.37 0.148
H 2.323642 1.182423 -0.269928 -0.20 0.20 -0.52 0.219
H 1.163856 2.182133 0.775461 1.37 -2.34 -0.31 0.207
H 2.548622 1.076422 1.410620 -1.42 -0.26 -0.38 0.227
H -0.904161 -1.618450 -1.398169 -0.76 -0.42 0.65 0.202
H -1.474654 -1.503672 0.354817 0.50 -0.49 0.87 0.184
H -3.297945 -0.026010 -0.292273 2.31 0.66 -1.54 0.211
H -2.316818 0.005627 -1.972997 -0.73 0.98 0.72 0.216
H -1.296385 1.468396 0.700521 -0.14 -0.30 -0.77 0.171
H -0.977414 2.109750 -0.945237 -0.28 -0.46 -0.04 0.197
N -0.132992 0.112821 -0.535980 -1.61 0.87 1.30 -0.418
```
Forces are in eV/Å.